C41H44B2F4N4O5P2SSr | wB97M-V/def2-TZVPD

Output
**LUMO energy**: -5.916 eV
**Total charge**: +2
**Energy above the lowest of the compared OMol25 structures with the same formula, charge and spin**: 0.00 kJ/mol
**HOMO**: -0.4862 hartree

Structure (XYZ):
```
104
C41H44B2F4N4O5P2SSr (wB97M-V/def2-TZVPD)
Sr 1.449 -1.898 1.094
C 1.428 -6.534 1.657
C 1.152 -5.102 1.336
N 1.866 -4.117 1.718
O 2.952 -4.306 2.520
B 3.353 -3.003 3.144
F 3.441 -1.999 2.021
F 4.549 -3.112 3.749
O 2.334 -2.469 4.117
N 1.229 -2.018 3.473
C 0.143 -1.861 4.121
C -0.018 -2.175 5.573
C -1.035 -1.450 3.233
N -0.708 -1.097 2.046
O -1.720 -0.910 1.106
B -2.281 -2.230 0.506
F -2.683 -3.047 1.558
F -3.311 -1.774 -0.310
O -1.348 -2.986 -0.355
N -0.224 -3.437 0.319
C -0.102 -4.693 0.537
C -1.095 -5.734 0.137
C -2.410 -1.522 3.812
H 2.272 -6.604 2.336
H 1.660 -7.091 0.746
H 0.556 -7.006 2.113
H 0.954 -2.173 6.060
H -0.450 -3.171 5.699
H -0.676 -1.465 6.072
H -1.873 -5.299 -0.479
H -1.558 -6.165 1.028
H -0.603 -6.546 -0.400
H -2.705 -2.559 3.962
H -2.425 -1.026 4.785
H -3.140 -1.070 3.148
C -3.303 1.027 0.398
C -2.561 1.780 1.544
P -0.979 2.223 0.750
C -0.879 3.965 0.419
C 0.354 4.620 0.442
C 0.405 5.985 0.204
C -0.760 6.694 -0.056
C -1.992 6.046 -0.069
C -2.055 4.687 0.169
C 0.483 1.685 1.578
C 1.716 1.511 0.928
C 2.833 1.186 1.686
C 2.726 1.052 3.064
C 1.513 1.266 3.702
C 0.387 1.576 2.965
P -2.073 1.188 -0.920
C -2.462 2.550 -2.007
C -3.769 2.971 -2.230
C -4.012 3.965 -3.168
C -2.956 4.535 -3.865
C -1.649 4.108 -3.644
C -1.399 3.110 -2.721
C -1.667 -0.192 -1.948
C -0.418 -0.796 -1.981
C -0.227 -1.877 -2.830
C -1.275 -2.354 -3.599
C -2.525 -1.738 -3.560
C -2.729 -0.644 -2.741
H -4.255 1.470 0.111
H -3.442 -0.029 0.630
H -2.366 1.098 2.367
H -3.067 2.668 1.913
H 1.270 4.085 0.661
H 1.358 6.497 0.237
H -0.712 7.761 -0.235
H -2.901 6.603 -0.258
H -3.024 4.201 0.172
H 1.798 1.612 -0.149
H 3.795 1.055 1.209
H 3.597 0.773 3.644
H 1.446 1.177 4.779
H -0.558 1.728 3.473
H -4.602 2.537 -1.690
H -5.028 4.292 -3.354
H -3.151 5.315 -4.591
H -0.830 4.549 -4.199
H -0.379 2.769 -2.561
H 0.384 -0.448 -1.337
H 0.737 -2.372 -2.860
H -1.129 -3.224 -4.227
H -3.338 -2.111 -4.169
H -3.699 -0.159 -2.724
C 4.537 -1.690 -1.493
S 2.875 -1.448 -2.083
O 2.094 -1.006 -0.834
C 3.072 0.020 -3.053
C 3.775 1.117 -2.558
C 3.813 2.281 -3.306
C 3.149 2.346 -4.532
C 2.446 1.251 -5.010
C 2.403 0.076 -4.266
H 4.754 -0.928 -0.744
H 5.223 -1.632 -2.339
H 4.585 -2.679 -1.037
H 4.297 1.066 -1.609
H 4.375 3.134 -2.946
H 3.197 3.254 -5.121
H 1.939 1.300 -5.966
H 1.864 -0.790 -4.637
```